{"formula": "C39H82BrN6O4", "method": "ωB97M-V/def2-TZVPD", "e_tot_ha": -4736.75421, "total_charge": 5, "homo_lumo_gap_ev": 6.377, "species": ["C", "C", "N", "C", "C", "C", "C", "C", "O", "C", "H", "H", "H", "H", "H", "H", "H", "H", "H", "H", "H", "H", "H", "H", "H", "H", "H", "H", "H", "H", "C", "C", "N", "C", "C", "C", "C", "C", "O", "C", "H", "H", "H", "H", "H", "H", "H", "H", "H", "H", "H", "H", "H", "H", "H", "H", "H", "H", "H", "H", "C", "C", "N", "C", "C", "C", "C", "C", "O", "C", "H", "H", "H", "H", "H", "H", "H", "H", "H", "H", "H", "H", "H", "H", "H", "H", "H", "H", "H", "H", "C", "C", "O", "N", "H", "H", "C", "H", "H", "H", "H", "H", "H", "C", "N", "C", "C", "C", "C", "C", "C", "C", "C", "N", "C", "C", "C", "H", "H", "H", "H", "H", "H", "H", "H", "H", "H", "H", "H", "H", "H", "Br"], "coordinates": [[-1.09875, -4.30767, 1.82387], [-1.17826, -5.11596, 3.10494], [-2.56441, -5.06849, 3.78794], [-3.54909, -5.80419, 2.93469], [-2.41979, -5.93139, 5.09562], [-3.69065, -5.83444, 6.03860], [-3.14925, -3.61275, 3.95034], [-2.25792, -2.49132, 4.50343], [-1.43257, -2.99674, 5.51571], [-0.53072, -1.97140, 6.06517], [-0.87700, -3.24071, 1.80101], [-2.02018, -4.22919, 1.24689], [-0.33471, -4.67774, 1.14021], [-0.45793, -4.86101, 3.88226], [-0.96507, -6.15238, 2.84325], [-4.51501, -5.98618, 3.40585], [-3.12999, -6.74548, 2.57912], [-3.90544, -5.30312, 2.03467], [-1.59305, -5.52740, 5.67990], [-2.26323, -6.96110, 4.77421], [-3.73465, -4.83984, 6.48237], [-3.50309, -6.49334, 6.88641], [-4.68301, -6.08331, 5.66261], [-3.89804, -3.77814, 4.72497], [-3.74110, -3.41416, 3.05683], [-2.82410, -1.63572, 4.87152], [-1.69316, -2.08880, 3.66252], [0.16513, -1.51022, 5.36431], [-0.24011, -2.02781, 7.11420], [-1.29311, -1.29524, 6.45206], [-2.95552, 0.76620, 0.58877], [-4.48507, 0.42121, 0.33725], [-5.36865, 0.48053, 1.60644], [-6.84424, 0.10506, 1.15802], [-4.68718, -0.56982, 2.59382], [-5.62004, -1.06996, 3.76586], [-5.30718, 1.86376, 2.41801], [-5.90407, 3.08416, 1.66565], [-5.09664, 3.51066, 0.58781], [-3.99522, 4.35225, 0.93335], [-2.57972, 1.78494, 0.49378], [-2.45822, 0.33895, -0.28201], [-2.62736, 0.34347, 1.53836], [-4.56080, -0.60511, -0.02196], [-4.96256, 1.17874, -0.28424], [-7.56542, 0.23556, 1.96484], [-6.74610, -0.92784, 0.82397], [-7.07477, 0.77116, 0.32659], [-3.73300, -0.30425, 3.04893], [-4.51858, -1.43475, 1.95229], [-6.05822, -0.25441, 4.34117], [-5.14863, -1.71192, 4.51001], [-6.38107, -1.64044, 3.23343], [-4.24860, 1.97138, 2.65450], [-5.91951, 1.61260, 3.28407], [-5.99149, 3.83291, 2.45295], [-6.86507, 2.80696, 1.23238], [-4.36995, 5.10677, 1.62500], [-3.59013, 4.81793, 0.03494], [-3.17563, 3.77651, 1.36334], [3.96104, 4.41022, 2.44039], [2.77712, 4.11687, 1.58321], [1.46278, 4.85608, 1.94101], [1.63173, 6.42175, 1.84320], [0.22212, 4.49396, 0.99630], [0.52709, 4.60879, -0.50058], [1.05804, 4.44139, 3.36694], [1.08338, 2.96852, 3.67232], [0.28143, 2.65502, 4.88364], [-0.43756, 1.31602, 4.73240], [4.75606, 3.75096, 2.09193], [3.86048, 4.25917, 3.51518], [4.16352, 5.47970, 2.38275], [2.52511, 3.05642, 1.58962], [2.94496, 4.35890, 0.53376], [2.11324, 6.57344, 0.87716], [2.18495, 6.90573, 2.64807], [0.67142, 6.89270, 2.05323], [-0.65221, 5.05396, 1.32803], [-0.07620, 3.50424, 1.34208], [-0.33204, 4.36083, -1.12389], [1.21996, 3.77440, -0.60942], [0.95821, 5.56267, -0.80447], [0.10055, 4.88988, 3.63185], [1.67139, 4.91467, 4.13370], [2.08432, 2.54225, 3.60514], [0.65409, 2.39533, 2.85058], [-1.23362, 1.48420, 4.00707], [-0.74877, 0.93404, 5.70469], [0.27577, 0.55645, 4.41254], [0.44844, 1.17106, -1.65481], [0.85314, 0.55794, -0.33210], [0.42395, 0.88312, 0.76304], [1.80747, -0.62728, -0.38493], [1.88929, -1.01193, -1.31523], [2.73310, -0.23085, -0.30648], [1.53872, -1.67852, 0.67733], [-0.11251, 0.47110, -2.27408], [1.18207, 1.59168, -2.34254], [-0.32682, 1.91554, -1.47367], [2.37725, -2.37047, 0.59877], [0.57747, -2.07353, 0.34862], [1.44760, -1.28736, 1.69063], [2.92436, 1.20605, -4.76930], [3.63720, 0.64782, -5.93711], [3.24097, -0.55934, -6.43664], [3.94500, -1.07799, -7.49745], [5.17507, -0.51986, -7.91622], [5.63085, 0.66103, -7.26774], [4.77312, 1.25170, -6.32593], [6.07626, -1.01027, -9.03847], [5.61787, -1.51528, -10.25919], [6.46730, -2.15698, -11.14993], [7.79379, -2.07227, -10.97187], [8.35327, -1.60091, -9.85607], [7.51660, -0.98500, -8.87683], [8.56491, -2.82284, -11.99505], [3.12527, 0.59495, -3.88937], [1.88329, 1.24132, -5.09027], [3.22231, 2.22114, -4.50679], [2.30741, -0.96018, -6.07031], [3.63684, -2.00671, -7.95452], [6.59465, 1.14481, -7.32657], [5.04010, 2.13269, -5.76114], [4.57273, -1.45250, -10.52403], [6.16042, -2.67449, -12.04682], [9.42614, -1.47902, -9.83391], [7.98791, -0.51022, -8.02898], [8.32851, -2.43934, -12.98759], [8.41421, -3.89913, -11.91157], [9.63335, -2.63421, -11.89036], [1.61927, -2.23186, -3.43602]], "forces_ev_per_a": [[-0.02, 0.98, -1.11], [-0.40, 0.38, 0.14], [0.32, 0.16, -0.53], [-0.89, -0.52, -0.87], [-2.06, 1.01, 0.87], [1.14, 0.23, -0.20], [-0.49, -1.44, 1.86], [0.88, -0.44, -0.88], [1.52, -0.33, 0.30], [-2.98, 0.81, 0.70], [0.35, 0.24, 1.30], [-0.27, -0.96, 0.02], [-0.13, -0.55, 0.12], [-0.07, 0.38, -0.18], [-0.39, -0.10, 0.19], [0.44, -0.12, 0.78], [0.08, -0.01, 0.41], [0.81, 0.63, -0.05], [0.10, -0.12, -0.41], [0.18, 0.23, -0.16], [0.00, 0.04, -0.03], [0.07, -0.16, -0.11], [0.29, -0.15, -0.43], [-0.15, -0.13, -0.08], [0.66, 0.31, -0.14], [-0.64, -0.12, 0.14], [0.61, 0.13, -0.13], [-0.04, -0.43, 0.12], [1.27, -2.03, -0.35], [-0.19, 1.57, -1.04], [-1.05, -0.45, -0.75], [0.43, 1.80, 1.29], [1.09, -0.07, 1.57], [2.02, 0.22, 0.46], [-1.96, -1.01, 0.73], [-0.13, 0.65, -1.52], [-0.70, -1.22, -1.70], [1.11, -1.06, 0.14], [0.25, -0.10, -0.17], [-0.63, -0.19, 0.04], [-0.95, 0.39, 0.46], [0.22, -0.70, 0.29], [0.37, -0.09, -0.42], [-0.18, 0.25, -0.19], [0.31, -0.38, -0.53], [0.30, -0.09, 0.05], [-0.41, 0.09, 0.00], [0.00, -0.18, 0.07], [-0.15, 0.95, -0.63], [0.16, 0.03, -0.06], [-0.12, 0.00, -0.17], [0.36, 0.01, -0.39], [-0.40, -0.03, 0.66], [-0.17, 0.17, 0.15], [0.25, 0.34, 0.14], [-0.35, 0.37, -0.16], [-0.11, 0.33, 0.25], [0.39, 0.21, 0.06], [-0.43, 0.02, -0.09], [0.09, -0.11, 0.43], [-0.09, 0.79, 0.56], [-1.70, -0.13, -0.73], [-0.82, 0.78, 0.90], [-0.08, -1.10, 0.62], [0.35, 0.17, 0.91], [0.39, -1.03, 1.12], [-0.05, 1.09, 0.97], [-1.71, -1.87, -0.15], [0.49, -1.28, -1.57], [1.79, 1.82, 0.13], [0.29, 0.50, -0.01], [-0.39, -0.49, -0.06], [0.74, -0.14, -0.37], [-0.17, -0.05, 0.09], [0.29, 0.22, 0.12], [-0.44, 0.47, 0.15], [0.82, -0.89, 0.04], [-0.34, -0.32, -0.99], [0.51, 0.83, 0.10], [0.46, -0.38, -0.62], [-0.16, 0.28, 0.25], [0.38, 0.29, -0.85], [-0.09, -0.15, 0.04], [-0.39, -0.26, -0.60], [0.66, 0.33, -0.53], [0.39, 0.20, 1.26], [-0.65, 0.11, -0.27], [-0.15, -0.30, 0.14], [-0.34, 0.83, 0.02], [0.10, 0.16, -0.51], [-1.03, 0.08, 0.03], [-1.02, 0.58, 1.12], [1.08, -0.79, -2.35], [-0.23, 1.50, 1.79], [-0.77, -1.39, -1.99], [0.70, 0.26, 0.62], [-0.03, 0.14, -0.90], [0.37, -0.82, 0.05], [0.47, -0.20, 0.51], [0.38, 0.30, 0.41], [-0.41, -0.25, 0.04], [0.29, -0.54, 0.22], [0.21, 0.41, -0.38], [-0.58, 0.17, -0.24], [0.55, -0.30, 0.53], [0.17, 1.44, -0.69], [1.23, -0.49, -0.53], [0.92, 1.64, -0.13], [-1.76, -0.15, 1.15], [0.76, -1.17, -0.33], [1.85, -0.45, 0.17], [-0.49, -0.55, 0.22], [-0.07, 1.43, 0.60], [-0.05, -2.04, -0.31], [-1.52, 2.37, 0.98], [-0.85, -1.05, -1.20], [1.33, 0.38, -0.42], [-0.40, -0.39, -0.28], [-0.11, -0.20, 0.64], [0.33, -0.02, -0.62], [0.07, -0.22, 0.28], [-0.27, -0.03, 0.05], [0.03, -0.15, -0.76], [0.03, 0.13, -0.23], [-0.15, -0.23, 0.11], [-0.28, 0.16, 0.00], [0.07, -0.41, 0.10], [0.02, -0.23, 0.10], [-0.36, -0.17, 0.13], [-0.30, 0.17, 0.07], [-0.08, 0.05, 0.34], [0.17, 0.90, 0.70]], "lowdin_charge": [-0.0623, -0.1273, -0.2191, -0.0167, -0.0916, -0.0380, -0.0525, -0.2265, -0.1777, -0.0279, 0.0434, 0.0808, 0.0955, 0.1293, 0.1368, 0.1121, 0.1240, 0.1002, 0.1212, 0.1355, 0.0723, 0.0982, 0.0826, 0.1091, 0.1115, 0.1157, 0.1036, 0.0816, 0.1137, 0.0791, -0.0434, -0.1146, -0.2139, 0.0708, -0.1575, -0.0345, -0.0247, -0.1656, -0.1855, -0.0758, 0.0566, 0.0728, 0.0524, 0.1256, 0.1225, 0.1155, 0.1086, 0.1054, 0.0913, 0.1060, 0.0840, 0.0661, 0.0822, 0.1169, 0.1239, 0.1395, 0.1320, 0.1045, 0.0986, 0.0533, -0.0411, -0.1834, -0.1932, 0.0595, -0.1332, -0.0422, -0.0997, -0.1998, -0.1567, -0.0275, 0.1070, 0.0937, 0.0944, 0.1079, 0.1203, 0.1065, 0.1113, 0.1129, 0.1209, 0.0909, 0.0877, 0.0513, 0.0930, 0.1460, 0.1440, 0.1222, 0.0711, 0.0750, 0.0808, 0.0643, 0.0152, -0.3336, 0.1009, 0.0695, -0.0511, 0.1753, 0.0328, 0.0907, 0.0866, 0.0787, 0.1188, 0.0919, 0.0960, -0.0139, -0.0767, 0.0152, 0.0641, -0.0826, 0.0617, 0.0231, -0.0923, 0.0534, 0.0283, -0.0804, 0.0459, 0.0810, 0.0455, 0.0670, 0.1107, 0.1005, 0.0911, 0.1416, 0.1316, 0.1464, 0.1389, 0.1611, 0.1567, 0.1213, 0.1207, 0.1253, 0.1122, -0.3723]}